Below is a cluster of 7 separate species, C37H81F2O23PS6Si2 in total, with properties calculated with ωB97M-V with the def2-TZVPD basis set.

Each line ends with the Mulliken charge.
Atoms and positions in Å:
C: -5.02137 0.00952 -5.02752  -0.9287
C: -6.15653 -0.84854 -4.42724  -0.4540
C: -5.89275 -2.32034 -4.46326  0.3286
O: -6.72282 -3.11253 -4.75375  -0.5895
O: -4.63388 -2.73723 -4.15799  0.2501
C: -4.24781 -2.32257 -2.83115  -1.1656
C: -3.04153 -3.14037 -2.40112  0.1961
Si: -1.52805 -2.10667 -1.95508  -1.8916
C: -1.24282 -0.90108 -3.36399  0.3727
C: -0.15294 -1.30706 -4.40126  -1.3842
C: -0.12686 -3.34732 -1.68182  -0.6037
P: 1.50532 -2.69346 -1.39507  0.6975
O: 2.34395 -2.55129 -2.59229  -0.6994
O: 2.10345 -3.72065 -0.33291  -0.5216
O: 1.41233 -1.33546 -0.56581  -0.3247
C: -1.96621 -1.10011 -0.37433  1.8862
F: -3.25095 -0.59851 -0.54321  -0.3653
F: -1.15579 0.01231 -0.34563  -0.1602
C: -1.91026 -1.85099 0.95289  -1.6373
C: -0.87121 -1.30369 1.93629  -0.6504
Si: -1.32293 0.28985 2.87251  0.3873
C: -1.54529 0.00938 4.71327  -1.3946
C: -2.90772 1.05494 2.17300  -1.4226
C: 0.05550 1.53794 2.51348  0.6716
C: 1.38702 1.09534 2.56679  -0.1564
C: 2.45058 1.95668 2.28683  -0.7160
C: 2.19279 3.27760 1.93387  -0.7487
C: 0.87404 3.73573 1.89858  -0.5494
C: -0.19098 2.87678 2.18674  -0.5778
H: -5.37840 0.47374 -5.94142  0.3970
H: -4.74719 0.81979 -4.36263  0.2762
H: -4.14971 -0.58008 -5.28335  0.1525
H: -6.29543 -0.55501 -3.38883  0.2612
H: -7.09155 -0.65735 -4.93237  0.4185
H: -5.07463 -2.49968 -2.14505  0.5479
H: -4.05497 -1.25300 -2.80803  0.4221
H: -2.71638 -3.72159 -3.26741  -0.4419
H: -3.28550 -3.86765 -1.63051  0.7357
H: -2.17876 -0.81984 -3.91194  -0.4384
H: -1.05309 0.09981 -2.98933  0.7527
H: -0.59104 -1.30155 -5.39523  0.3995
H: 0.63415 -0.56326 -4.41151  0.3106
H: 0.25468 -2.29696 -4.24531  0.3025
H: -0.38365 -4.05333 -0.89504  0.6483
H: -0.04565 -3.92541 -2.60020  0.5091
H: 2.98264 -3.42524 -0.06637  0.3135
H: 1.48370 -0.57229 -1.15194  0.3046
H: -2.90396 -1.89193 1.38564  0.4804
H: -1.64257 -2.88552 0.73207  0.6209
H: 0.08179 -1.18525 1.43230  0.0505
H: -0.70183 -2.07683 2.68742  0.7259
H: -1.23344 -0.97610 5.04366  0.3599
H: -2.60737 0.10796 4.93732  0.4354
H: -1.05441 0.78345 5.28376  0.3435
H: -3.33123 1.69472 2.94625  0.4742
H: -2.66064 1.69629 1.33341  0.3043
H: -3.64715 0.31982 1.87757  0.3160
H: 1.62951 0.07039 2.81748  0.4210
H: 3.47107 1.61252 2.32282  0.4397
H: 2.98098 3.97231 1.68632  0.5108
H: 0.63220 4.75023 1.63204  0.5075
H: -1.20905 3.23061 2.14367  0.3738
O: 4.40406 0.50077 4.53489  -0.6011
S: 4.88846 -0.78099 4.94537  1.3392
O: 4.10026 -1.59660 5.81524  -0.6164
O: 6.34156 -0.60331 5.56440  -0.3034
C: 6.50958 0.38843 6.59941  -0.3762
C: 6.02848 -0.10236 7.95031  -0.5757
C: 5.35935 -1.71975 3.53470  -1.1073
H: 6.00940 1.31211 6.30492  0.3032
H: 7.57840 0.58932 6.62856  0.2904
H: 4.94649 -0.22701 7.96493  -0.0586
H: 6.30258 0.61477 8.72447  0.3933
H: 6.47294 -1.06824 8.18814  0.2732
H: 6.00156 -1.10933 2.90613  0.3394
H: 4.44414 -1.98023 3.00729  0.3639
H: 5.87318 -2.61739 3.86762  0.3822
O: -1.77387 -2.62412 -8.97323  -0.6478
S: -2.92348 -3.41286 -9.29904  1.2221
O: -4.23462 -2.89650 -9.05485  -0.6095
O: -2.77945 -4.83689 -8.61928  -0.2821
C: -2.49197 -4.87232 -7.20109  -0.4860
C: -3.72955 -4.61420 -6.36846  0.3380
C: -2.81792 -3.95289 -10.97016  -0.9693
H: -1.69944 -4.15939 -6.96668  0.3563
H: -2.10476 -5.86726 -7.00281  0.1936
H: -4.07150 -3.59029 -6.49067  0.2668
H: -3.51976 -4.77219 -5.31735  -0.8834
H: -4.54422 -5.27279 -6.67133  0.3031
H: -1.83758 -4.39055 -11.13459  0.3134
H: -2.95515 -3.07671 -11.59961  0.3765
H: -3.60705 -4.67704 -11.15247  0.3179
O: 0.51296 8.22340 4.45182  -0.6877
S: 0.40533 8.36464 3.03246  1.1876
O: 0.58627 7.23294 2.17914  -0.4868
O: 1.36876 9.53244 2.55603  -0.2711
C: 2.74758 9.47846 2.98829  -0.4213
C: 3.56497 8.48474 2.18816  -0.8217
C: -1.11639 9.15077 2.62973  -1.0127
H: 2.78653 9.26248 4.05688  0.3386
H: 3.12695 10.48873 2.84651  0.2921
H: 3.25157 7.46179 2.39430  0.1860
H: 4.62037 8.57742 2.44700  0.4322
H: 3.44638 8.65090 1.12062  0.2375
H: -1.22284 10.04205 3.24133  0.3558
H: -1.91030 8.44065 2.84913  0.3727
H: -1.11213 9.39821 1.57179  0.3076
O: -0.16519 0.64286 7.44507  -0.5870
S: 0.58403 0.04239 8.50544  1.1739
O: 0.60045 -1.37858 8.65514  -0.6478
O: 0.14403 0.70898 9.88140  -0.3122
C: -1.26717 0.75402 10.17703  -0.3302
C: -1.79327 -0.57481 10.68111  -0.9781
C: 2.23596 0.64263 8.47217  -0.7890
H: -1.81425 1.09389 9.29654  0.3053
H: -1.37172 1.51913 10.94371  0.2816
H: -1.77677 -1.33036 9.89678  0.2915
H: -2.82120 -0.46008 11.02582  0.3911
H: -1.18141 -0.94118 11.50512  0.2613
H: 2.21348 1.72704 8.41085  0.3826
H: 2.70722 0.21941 7.58634  0.0986
H: 2.74689 0.30880 9.37148  0.4077
O: -2.48792 -7.87066 -5.69979  -0.6746
S: -2.25765 -7.74321 -4.29278  1.2894
O: -1.08643 -7.08283 -3.80342  -0.6022
O: -2.37599 -9.17570 -3.61868  -0.2678
C: -1.58239 -10.24692 -4.17556  -0.3491
C: -0.13631 -10.18533 -3.72719  -0.9899
C: -3.67618 -7.04980 -3.51243  -0.4089
H: -1.66659 -10.23639 -5.26299  0.3188
H: -2.05223 -11.16118 -3.81921  0.2849
H: 0.37322 -9.31958 -4.14840  0.2898
H: 0.39023 -11.08345 -4.05006  0.3939
H: -0.07467 -10.10884 -2.64192  0.2600
H: -4.55749 -7.59191 -3.84327  0.3572
H: -3.74350 -6.00822 -3.80772  -0.1551
H: -3.54894 -7.12772 -2.43587  0.3810
O: 5.90546 8.04051 -2.17619  -0.6827
S: 4.47835 8.13727 -2.19396  1.2333
O: 3.71862 7.72498 -1.05484  -0.5438
O: 3.92824 7.39396 -3.48347  -0.2839
C: 4.36824 6.03630 -3.71179  -0.4020
C: 3.62323 5.03722 -2.84956  -0.9621
C: 3.99798 9.76632 -2.65219  -0.9810
H: 5.44650 5.97208 -3.56109  0.3479
H: 4.17243 5.84969 -4.76558  0.2724
H: 3.87617 5.15451 -1.79660  0.2728
H: 3.88052 4.02228 -3.15282  0.3996
H: 2.54657 5.17420 -2.94659  0.2686
H: 4.53895 10.05115 -3.54990  0.3454
H: 4.26056 10.42171 -1.82482  0.3695
H: 2.92444 9.77965 -2.81931  0.3203

Atoms 1-2, force components in eV/Å:
C -0.5 0.1 -0.2
C 0.7 0.7 0.1

Results
Gap between HOMO and LUMO: 0.32335 hartree
Structure (SMILES): CCC(=O)OCC[Si@](CC)(CP(=O)(O)O)C(F)(F)CC[Si](C)(C)c1ccccc1.CCOS(C)(=O)=O.CCOS(C)(=O)=O.CCOS(C)(=O)=O.CCOS(C)(=O)=O.CCOS(C)(=O)=O.CCOS(C)(=O)=O
E_LUMO: 0.3 eV
Charge: 0
Relative energy (zero: lowest compared OMol25 entry of this formula, charge and spin): 0.0 kcal/mol